{
  "formula": "C2H4N2S2",
  "method": "wB97M-V/def2-TZVPD",
  "relative_energy_kcal_mol": 131.5,
  "orbital_gap_ev": 7.417,
  "e_tot_ha": -984.30525,
  "fmax_ev_per_a": 5.3,
  "charge": 0,
  "smiles": "C=NN=S.C=S",
  "symbols": ["C", "C", "N", "N", "S", "S", "H", "H", "H", "H"],
  "coordinates": [[-1.8538, -0.8617, 1.1801], [1.9329, 0.2301, -0.9278], [-1.1989, -0.1457, 0.3976], [-1.0031, 1.0157, -0.0163], [0.1737, 1.9942, -0.4643], [1.0740, -1.1672, -0.9538], [-2.0035, -1.7839, 0.6107], [-1.8461, -0.5195, 2.2614], [2.0321, 0.8172, -1.9699], [2.6926, 0.4209, -0.1178]]
}